The following is a quantum chemistry calculation of a cluster of 4 separate species, C2H11NO3 in total, from the Open Molecules 2025 dataset.

Cartesian coordinates (Å):
C  1.25  -1.17  -0.20
H  1.45  -0.12  -0.34
H  0.14  -1.15  2.92
H  -2.68  0.25  -1.87
H  0.84  2.40  1.22
H  1.70  -1.85  -0.90
H  0.22  0.10  1.85
N  0.58  -0.82  2.08
H  0.68  -2.68  1.08
H  0.29  0.68  -1.33
O  -0.09  1.55  -1.52
H  -0.36  2.14  0.30
O  -0.08  2.13  1.23
C  0.85  -1.61  1.00
O  -2.15  -0.52  -2.12
H  -0.81  1.43  -2.15
H  -1.83  -0.78  -1.24

As for the spin multiplicity: 1. For the orbital gap, the calculation gives 9.0 eV. The total energy is -363.2485 Eh. Its SMILES is C=CN.O.O.O. The value obtained for the relative energy (zero: lowest compared OMol25 entry of this formula, charge and spin) is 16.2 kcal/mol.



The following is a quantum chemistry calculation of a cluster of 4 separate species, C2H11NO4 in total, from the Open Molecules 2025 dataset.

Cartesian coordinates (Å):
O  2.51  -1.44  3.52
H  -1.44  -1.08  -0.32
H  -3.17  -0.87  -0.81
H  -0.20  0.06  -2.14
H  -2.40  0.03  0.62
O  -0.05  1.88  -2.44
O  1.34  1.53  -0.26
N  -1.92  0.76  -1.46
H  1.32  -2.01  -0.24
C  -2.24  -0.36  -0.44
O  1.28  -1.79  0.74
H  1.93  -1.88  2.89
H  1.54  2.36  0.36
H  1.90  -1.06  0.79
H  -2.66  1.43  -1.57
H  0.89  2.06  -1.05
H  2.10  -0.63  3.83
C  -0.72  1.00  -2.00

As for the spin multiplicity: 1. For the orbital gap, the calculation gives 10.7 eV. The total energy is -438.4675 Eh. Its SMILES is CNC=O.O.O.O. The value obtained for the relative energy (zero: lowest compared OMol25 entry of this formula, charge and spin) is 56.5 kcal/mol.



The following is a quantum chemistry calculation of a structure of composition C2H11O3P2Yb, from the Open Molecules 2025 dataset.

Cartesian coordinates (Å):
H  1.43  -1.08  -0.38
H  -0.70  -2.05  2.36
H  -1.48  -2.12  -0.05
O  -0.99  2.16  0.39
H  -1.00  -0.36  -1.86
H  0.23  -2.14  -1.77
H  -1.54  -0.51  0.61
H  0.63  -1.03  1.86
C  -0.07  -1.79  1.52
H  -1.77  1.82  -0.07
P  0.32  1.48  -0.28
P  0.21  -0.84  -1.15
Yb  0.78  4.64  -1.61
O  0.66  2.45  -1.44
H  1.02  -0.22  -2.18
C  -0.87  -1.31  0.33
O  1.41  1.91  0.79
H  0.53  -2.65  1.26
H  1.20  1.64  1.69

As for the spin multiplicity: 1. For the orbital gap, the calculation gives 3.7 eV. The total energy is -2149.6023 Eh. Its charge is +1.



The following is a quantum chemistry calculation of the molecule C2H11P3Si, from the Open Molecules 2025 dataset.

Cartesian coordinates (Å):
H  2.66  2.25  0.82
P  -1.88  -0.59  -3.06
C  -0.52  0.01  1.53
H  3.00  0.27  1.20
H  -0.03  -2.23  1.49
H  -0.45  0.25  2.53
P  2.60  1.11  0.17
Si  0.15  1.41  0.31
H  -0.34  1.57  -2.68
H  1.10  -1.26  2.25
H  -0.69  -1.41  -3.20
H  -1.59  -0.27  1.36
C  0.42  -1.19  1.43
P  -0.95  0.80  -1.65
H  -2.62  -1.11  -2.01
H  -1.91  1.64  -1.00
H  1.05  -1.26  0.51

As for the spin multiplicity: 1. For the orbital gap, the calculation gives 6.9 eV. The total energy is -1396.2027 Eh. Its SMILES is CC[Si](P)=[PH2]P. The value obtained for the relative energy (zero: lowest compared OMol25 entry of this formula, charge and spin) is 43.8 kcal/mol.



The following is a quantum chemistry calculation of a structure of composition C2H12CaFN3O2PS, from the Open Molecules 2025 dataset.

Cartesian coordinates (Å):
N  -0.35  0.85  2.42
O  0.94  1.10  -2.98
C  0.49  -0.52  0.58
H  -0.83  -0.29  -1.48
O  2.74  -0.42  -2.70
H  -0.72  -2.23  -0.70
H  -1.86  -1.12  1.07
H  -1.19  1.66  -0.62
C  -0.57  0.49  0.93
H  1.48  -0.13  0.81
H  0.38  1.94  -0.12
H  1.34  -2.14  -0.94
N  -1.92  -0.13  0.86
P  0.24  -1.25  -1.20
H  0.34  -1.37  1.24
N  -0.56  1.67  0.16
S  1.67  0.26  -2.11
F  2.29  1.28  -0.97
H  0.27  0.14  2.81
Ca  -2.25  0.33  3.16
H  -2.27  -0.07  -0.10
H  0.20  1.71  2.42
H  0.13  -1.75  -2.54

As for the spin multiplicity: 1. For the orbital gap, the calculation gives 4.5 eV. The total energy is -1914.7740 Eh. Its charge is +1.



The following is a quantum chemistry calculation of a cluster of 3 separate species, C2H12N10 in total, from the Open Molecules 2025 dataset.

Cartesian coordinates (Å):
H  -3.72  -6.90  0.57
H  7.78  8.16  0.71
H  -1.89  -5.66  0.32
N  -4.63  -6.97  -1.11
H  -5.34  -6.60  -1.70
H  7.92  9.88  2.24
H  5.86  6.65  -1.74
H  -6.34  -3.05  -0.08
H  -6.25  -4.68  0.76
N  7.01  9.36  2.05
N  -5.70  -3.86  0.24
N  -2.25  -4.92  -0.35
N  6.95  8.37  1.21
H  -1.83  -4.09  -0.60
C  -4.35  -3.90  -0.06
N  6.59  8.17  -0.93
H  6.13  9.78  2.21
N  -3.35  -1.61  -0.52
H  6.64  6.30  -0.19
N  -4.32  -6.32  -0.01
N  -3.58  -5.01  -0.19
C  -3.83  -2.62  -0.31
N  6.39  7.00  -0.90
H  -3.89  -7.46  -1.62

As for the spin multiplicity: 1. For the orbital gap (spin up / spin down), the calculation gives 7.9 / 8.0 eV. The total energy is -630.0957 Eh. Its charge is +2. The value obtained for the relative energy (zero: lowest compared OMol25 entry of this formula, charge and spin) is 55.2 kcal/mol.



The following is a quantum chemistry calculation of a cluster of 3 separate species, C2H12N2O2 in total, from the Open Molecules 2025 dataset.

Cartesian coordinates (Å):
H  -2.83  0.46  -1.43
H  0.07  -0.75  -0.62
H  -3.14  0.24  1.40
N  0.40  -0.18  1.40
H  0.81  0.74  1.37
C  0.81  -0.91  0.17
O  -2.96  -0.38  0.68
H  -0.60  0.07  1.32
N  2.30  0.70  -0.97
C  2.22  -0.56  -0.22
H  -3.45  -1.18  0.92
H  -2.15  1.81  -1.13
H  3.23  1.08  -0.85
H  1.70  1.38  -0.51
H  2.78  -0.53  0.72
O  -2.61  1.31  -1.82
H  0.78  -1.96  0.41
H  2.64  -1.35  -0.83

As for the spin multiplicity: 1. For the orbital gap, the calculation gives 9.7 eV. The total energy is -343.3661 Eh. Its SMILES is NCCN.O.O. The value obtained for the relative energy (zero: lowest compared OMol25 entry of this formula, charge and spin) is 16.9 kcal/mol.



The following is a quantum chemistry calculation of a cluster of 4 separate species, C2H12N2O3 in total, from the Open Molecules 2025 dataset.

Cartesian coordinates (Å):
O  -0.03  -1.51  1.85
H  -1.10  2.27  -1.98
H  -1.62  -1.98  -1.23
H  3.08  -1.47  0.40
H  -0.64  1.10  -0.11
N  -0.10  0.83  -0.85
C  -0.33  1.65  -2.12
H  0.64  2.11  -2.24
O  2.35  -1.36  1.15
H  1.86  -0.58  0.75
O  -0.71  1.62  2.41
H  0.53  -1.12  -1.06
H  -1.16  2.09  1.69
H  -0.48  1.04  -2.98
H  -0.71  0.66  2.19
N  -1.57  -1.03  -0.97
H  -0.55  -2.22  1.69
H  0.88  -1.51  2.33
C  -0.35  -0.60  -0.94

As for the spin multiplicity: 1. For the orbital gap, the calculation gives 10.0 eV. The total energy is -418.5345 Eh. Its SMILES is [H]/N=C/NC.O.O.O. The value obtained for the relative energy (zero: lowest compared OMol25 entry of this formula, charge and spin) is 65.6 kcal/mol.



The following is a quantum chemistry calculation of a cluster of 4 separate species, C2H12N2O3 in total, from the Open Molecules 2025 dataset.

Cartesian coordinates (Å):
H  0.09  0.39  0.33
H  0.33  3.21  0.66
C  -1.52  1.34  -0.23
N  -0.57  0.30  -0.47
C  -0.71  3.47  0.51
O  3.64  -0.63  -0.34
H  2.72  -0.43  -0.53
O  -2.47  -5.10  -1.82
O  1.71  -0.70  1.57
H  -0.78  4.02  -0.43
N  -1.51  2.26  0.65
H  -1.56  -4.97  -1.52
H  -1.19  -0.48  -0.23
H  1.57  -0.34  2.45
H  2.57  -0.45  1.21
H  -0.96  4.25  1.22
H  -2.43  1.05  -0.81
H  -2.71  -5.84  -1.25
H  3.79  -1.36  -0.94

The expectation value of S² is 0.76. As for the spin multiplicity: 2. For the orbital gap (spin up / spin down), the calculation gives 8.2 / 6.2 eV. The total energy is -418.2545 Eh. Its charge is +1. The value obtained for the relative energy (zero: lowest compared OMol25 entry of this formula, charge and spin) is 57.5 kcal/mol.



The following is a quantum chemistry calculation of a cluster of 4 separate species, C2H12N2O4 in total, from the Open Molecules 2025 dataset.

Cartesian coordinates (Å):
N  -0.04  -0.73  -2.04
H  0.91  0.08  -0.46
H  -1.18  -1.25  2.13
C  0.97  0.26  -1.55
O  -0.81  2.71  1.80
H  0.63  1.77  -2.90
H  -0.86  2.13  2.56
H  0.05  3.12  1.75
H  -1.80  -1.80  -1.80
H  0.13  -0.99  -3.02
H  0.80  -1.00  1.88
O  -0.86  -1.36  -0.04
H  2.24  -1.84  2.00
N  0.85  1.63  -1.94
C  -0.98  -1.29  -1.25
O  1.63  -1.31  1.49
H  0.16  2.13  -1.36
H  -0.76  0.08  1.43
O  -0.95  -0.33  2.29
H  1.94  -0.04  -1.98

As for the spin multiplicity: 1. For the orbital gap, the calculation gives 10.5 eV. The total energy is -493.8608 Eh. Its SMILES is NCNC=O.O.O.O. The value obtained for the relative energy (zero: lowest compared OMol25 entry of this formula, charge and spin) is 41.1 kcal/mol.



Question: Which formula does entry 3 have?
Answer: C2H11O3P2Yb